# 1
C22H17BF5MnO2S | wB97M-V/def2-TZVPD

Geometry (Å):
Mn1 -0.38090 0.06463 0.25108
F1 5.79390 0.76832 2.11572
C1 4.49248 0.56311 2.17617
C2 3.77717 0.32210 1.01132
F2 4.37479 0.30159 -0.16771
C3 2.42628 0.11291 1.13570
F3 1.69584 -0.10211 -0.03132
C4 1.72762 0.13246 2.32259
S1 -0.01212 -0.18083 2.39947
C5 2.46869 0.38881 3.46576
F4 1.87163 0.42391 4.64904
C6 3.83772 0.59585 3.39818
F5 4.52640 0.82689 4.50082
C7 -0.84498 7.79206 -2.50190
C8 -0.93077 7.86722 -0.97143
C9 -2.38025 8.14655 -0.55189
C10 -0.05813 9.02801 -0.49556
C11 -0.48483 6.52774 -0.37806
C12 0.60489 6.41752 0.48919
C13 1.02262 5.20233 1.03515
C14 0.29943 4.09818 0.66933
O1 0.48174 2.75897 1.04282
B1 -0.51197 2.10224 0.36783
O2 -1.31859 2.91109 -0.37860
C15 -0.77584 4.18838 -0.18352
C16 -1.19919 5.37374 -0.72431
H1 -1.15742 8.74162 -2.94030
H2 -1.49222 7.01190 -2.90663
H3 0.17686 7.58715 -2.82711
H4 -2.70699 9.10478 -0.95977
H5 -2.47179 8.19015 0.53513
H6 -3.06502 7.38012 -0.91922
H7 -0.42106 9.95392 -0.94333
H8 0.98452 8.90511 -0.79515
H9 -0.09618 9.15026 0.58869
H10 1.15855 7.30488 0.75813
H11 1.86796 5.13981 1.70633
H12 -2.05064 5.40290 -1.39053
C17 -4.81444 -0.24289 -0.32763
C18 -4.55050 0.29704 0.93356
C19 -3.25217 0.55648 1.33646
C20 -2.23792 0.26095 0.44007
C21 -2.48076 -0.28658 -0.81036
C22 -3.79098 -0.53878 -1.21115
H13 -5.83773 -0.43708 -0.61975
H14 -5.37057 0.51310 1.60558
H15 -3.04051 0.97394 2.31183
H16 -1.67120 -0.50762 -1.52464
H17 -3.99991 -0.95403 -2.18696

Output
- HOMO (spin up / spin down) (Ha) = -0.427 / -0.426
- max |F| (hartree/bohr) = 0.0103
- multiplicity = 4
- ⟨S²⟩ = 4.0245
- total charge = +1
- Kohn-Sham gap (spin up / spin down) (eV) = 5.98 / 7.31
- energy above the lowest of the compared OMol25 structures with the same formula, charge and spin (kJ/mol) = 0.0
- calculated total energy (eV) = -83596.7153



# 2
C8H34O12 | wB97M-V/def2-TZVPD

Geometry (Å):
C1 -2.30036 2.12326 1.60680
C2 -0.92135 1.85388 2.31204
C3 0.60446 -0.13344 1.83949
C4 -0.58025 0.43088 2.45118
C5 -1.52481 -0.47091 3.02296
C6 -1.31925 -1.81263 2.90345
C7 -0.22617 -2.32499 2.16535
C8 0.82156 -1.47690 1.74284
H1 -2.80421 1.20621 1.31609
H2 -2.31606 2.94629 0.91189
H3 -2.85570 2.36322 2.52121
H4 -0.18228 2.36588 1.68025
H5 -0.69965 2.47139 3.18349
H6 1.29162 0.60019 1.44520
H7 -2.39274 -0.07261 3.53461
H8 -1.81389 -2.48164 3.59874
H9 -0.14796 -3.37801 1.93569
H10 1.71226 -1.71572 1.17534
H11 2.98377 -1.16952 -1.09786
H12 4.03981 -2.28094 -1.18088
O1 3.11094 -2.10700 -1.36747
H13 -2.65653 -1.57054 -1.06772
H14 -3.32475 -1.51433 -2.37452
O2 -2.43816 -1.46520 -2.00070
H15 -0.52745 -1.68536 -2.08887
H16 0.92715 -2.26362 -2.22019
O3 0.38867 -1.46178 -2.33349
H17 2.01602 0.53045 -3.11531
H18 0.73054 0.17899 -2.32537
O4 1.45784 0.85158 -2.40082
H19 1.55898 3.51022 -0.54422
H20 1.57495 2.75446 0.78668
O5 2.14942 3.05035 0.08276
H21 1.87353 -3.58755 -0.56715
H22 2.56746 -3.69181 -1.80394
O6 1.65226 -3.66366 -1.50385
H23 -2.24208 1.53222 -3.63308
H24 -2.32443 0.04932 -3.67421
O7 -2.67569 0.82395 -4.13149
H25 -1.45610 2.96439 -1.24462
H26 -1.77942 1.43487 -1.09166
O8 -2.09571 2.25680 -1.47026
H27 2.17533 0.69520 -0.90865
H28 3.40942 1.18309 -0.18070
O9 3.01980 0.40856 -0.52013
H29 0.54375 3.80477 -2.47264
H30 0.90223 2.48858 -1.74808
O10 0.29946 3.25498 -1.72662
H31 -3.07371 -1.46676 1.32193
H32 -4.64884 -1.21416 1.28298
O11 -3.84840 -1.35335 0.77054
H33 4.20808 -1.35082 1.74956
H34 3.43973 -0.79155 2.92116
O12 3.71692 -1.62919 2.53222

Output
- HOMO (spin up / spin down) (Ha) = -0.465 / -0.465
- max |F| (hartree/bohr) = 0.0684
- multiplicity = 2
- ⟨S²⟩ = 0.7680
- total charge = +1
- Kohn-Sham gap (spin up / spin down) (eV) = 8.00 / 4.32
- calculated total energy (eV) = -33407.9459



# 3
C15H18ClFN2O2 | wB97M-V/def2-TZVPD

Geometry (Å):
O1 -0.47080 3.43164 0.50789
C1 -0.05930 2.59314 -0.40579
N1 -0.82641 1.67127 -0.87306
C2 -2.19613 1.16422 -0.43987
C3 -2.97801 1.75983 0.34399
C4 -4.30602 1.39907 0.93444
C5 -4.84191 0.17718 0.53596
C6 -4.03411 -0.42395 -0.66181
C7 -2.81747 0.03038 -1.02332
H1 -2.14706 -0.61765 -1.64287
Cl1 -4.70050 -1.72113 -1.15633
F1 -6.07371 -0.02239 0.65655
H2 -4.82632 1.86356 1.47232
H3 -2.58589 2.94343 0.93216
H4 -0.55809 0.94136 -1.65863
C8 1.10376 2.54591 -0.94286
N2 1.97322 1.25588 -0.59614
C9 1.71111 0.14566 -1.10994
O2 1.03844 0.13722 -2.15247
C10 2.58773 -0.89122 -0.55631
C11 1.77983 -2.25370 -0.87368
C12 0.56429 -2.18031 0.38339
C13 1.20203 -1.98446 1.70488
C14 1.92645 -0.74355 1.94160
C15 3.13320 -0.60721 0.51555
H5 3.87844 -1.60099 0.95729
H6 3.75350 -0.06018 0.86501
H7 2.42739 -0.52856 2.74658
H8 1.23332 0.00962 1.70192
H9 0.40993 -2.13720 2.42617
H10 1.87290 -2.82594 1.85116
H11 -0.05453 -1.49880 -0.12624
H12 0.17665 -3.18197 0.16593
H13 1.40567 -2.46973 -1.81574
H14 2.46556 -3.15566 -0.59541
H15 3.51462 -0.78600 -1.32300
H16 2.57055 1.53796 -0.02605
H17 1.71454 3.50223 -0.52471
H18 1.03310 2.58104 -2.13859

Output
- HOMO (Ha) = -0.317
- max |F| (hartree/bohr) = 0.3583
- multiplicity = 1
- Kohn-Sham gap (eV) = 9.10
- calculated total energy (eV) = -38148.4733